No. 1
# C7H7F

A single C7H7F molecule (ωB97M-V/def2-TZVPD, OMol25).

Positions of all 15 atoms, in Å:
C1 -0.360784 0.414241 -0.028507
C2 0.665619 0.099015 -1.178668
C3 1.819482 -0.692089 -0.573771
C4 1.686934 -0.316994 0.883681
C5 0.544704 0.204509 1.224824
C6 -1.524455 -0.447986 0.030457
C7 -2.423184 -1.225187 0.075485
H1 0.200880 -0.446809 -1.993385
H2 0.985368 1.085128 -1.523281
H3 2.789334 -0.440547 -1.014415
H4 1.656294 -1.785110 -0.694914
H5 2.492566 -0.635329 1.549368
H6 0.167446 0.500900 2.203495
H7 -3.304766 -1.837679 -0.023088
F1 -0.826335 1.705154 -0.122755

Force components x, y, z for each atom (eV/Å):
C 1.740 -0.902 0.659
C -0.927 0.219 -0.142
C -0.501 0.039 0.337
C 2.011 -1.473 0.018
C -1.942 1.229 -0.476
C 0.620 0.028 -0.156
C -1.446 -0.775 -0.309
H -0.170 0.181 -0.178
H 0.072 -0.141 -0.082
H -0.138 -0.044 0.132
H 0.173 0.572 0.077
H -0.354 0.343 0.135
H 0.274 -0.188 -0.216
H 0.522 0.201 0.253
F 0.065 0.710 -0.054

Its SMILES is C#C[C@@]1(F)C=CCC1. The energy above the lowest of the compared OMol25 structures with the same formula, charge and spin comes out at 204.8 kJ/mol. The LUMO energy is 1.04 eV. The value obtained for the calculated total energy is -370.7043 Eh. The HOMO energy is -0.3654 Eh.

---

No. 2
# C6H6O

A single C6H6O molecule (ωB97M-V/def2-TZVPD, OMol25).

Positions of all 13 atoms, in Å:
C1 2.571417 -0.282558 0.973900
C2 1.751750 -0.276690 0.088310
C3 0.473162 -0.087665 -0.463060
C4 -0.112154 1.093219 -0.307620
C5 -1.522730 0.826265 0.019925
O1 -1.782016 -0.523338 -0.343385
C6 -0.548973 -1.192081 -0.587372
H1 3.456534 -0.420370 1.518404
H2 0.342717 2.052324 -0.055632
H3 -1.517331 0.928969 1.103368
H4 -2.201653 1.525762 -0.460391
H5 -0.528477 -1.610470 -1.601849
H6 -0.382243 -2.033364 0.115398

Force components x, y, z for each atom (eV/Å):
C 0.224 -0.404 -1.062
C 0.692 0.096 0.641
C 0.104 -0.040 0.215
C 0.024 0.049 0.189
C -0.159 0.208 -0.508
O -0.208 0.059 -0.220
C 0.256 -0.007 -0.103
H 0.477 0.003 0.537
H 0.108 -0.468 -0.180
H -0.698 0.212 0.388
H -0.532 -0.212 0.097
H -0.213 -0.026 0.103
H -0.076 0.532 -0.096

Its SMILES is C#CC1=CCOC1. The energy above the lowest of the compared OMol25 structures with the same formula, charge and spin comes out at 340.7 kJ/mol. The LUMO energy is 0.83 eV. The value obtained for the calculated total energy is -307.3337 Eh. The HOMO energy is -0.3231 Eh.

---

No. 3
# C16H24O14

5 unconnected molecules or ions with the total composition C16H24O14 (ωB97M-V/def2-TZVPD, OMol25).

Positions of all 54 atoms, in Å:
O1 0.150676 1.087138 2.170023
C1 0.564516 0.921757 1.051866
O2 -0.222091 0.843180 -0.032210
C2 -1.644579 0.848506 0.172305
C3 -2.213763 2.236317 0.253373
C4 2.007100 0.688898 0.699982
H1 -1.890522 0.253624 1.051171
H2 -2.008691 0.306309 -0.701378
H3 -1.833720 2.753191 1.134852
H4 -3.301497 2.189092 0.339207
H5 -1.972654 2.804383 -0.644778
H6 2.316068 -0.240321 1.175365
H7 2.536397 1.554308 1.100202
H8 2.202572 0.623371 -0.367072
C5 -0.147281 -3.588142 0.122108
C6 -1.465370 -3.359477 0.854105
O3 -1.411475 -4.215852 1.997587
C7 -0.195744 -4.816904 2.061004
O4 0.123168 -5.573028 2.916279
O5 0.583756 -4.446347 1.027866
H9 0.445477 -2.693856 -0.038732
H10 -0.282146 -4.172945 -0.784157
H11 -2.312686 -3.666628 0.243945
H12 -1.614445 -2.342093 1.211872
C8 -0.368247 -0.943903 -5.615246
C9 -0.937639 -2.117668 -4.809638
O6 -0.124802 -2.086618 -3.617055
C10 0.434877 -0.866625 -3.487636
O7 1.028911 -0.483422 -2.532470
O8 0.213570 -0.121848 -4.602682
H13 -1.158202 -0.349383 -6.064692
H14 0.361577 -1.303414 -6.336697
H15 -0.771569 -3.074060 -5.294032
H16 -1.972750 -1.980052 -4.505689
C11 5.307932 1.576269 -0.381998
C12 5.207414 1.704730 -1.914267
O9 4.720675 3.022821 -2.116845
C13 4.379572 3.575354 -0.923822
O10 3.966434 4.675382 -0.803652
O11 4.534576 2.677784 0.064629
H17 6.333051 1.631684 -0.021535
H18 4.839376 0.654666 -0.043361
H19 4.518678 0.988403 -2.360118
H20 6.192923 1.571083 -2.359646
C14 -4.196180 1.937572 4.476743
C15 -2.665462 1.699584 4.475269
O12 -2.516707 0.536285 3.659472
C16 -3.687953 0.141753 3.157020
O13 -3.843806 -0.676202 2.306526
O14 -4.709274 0.917339 3.622773
H21 -4.465114 2.902202 4.053962
H22 -4.608179 1.820074 5.476712
H23 -2.302530 1.455961 5.468686
H24 -2.124204 2.519766 4.014523

Force components x, y, z for each atom (eV/Å):
O 0.013 0.166 0.055
C -0.236 -0.509 -0.351
O 0.081 0.104 0.017
C 0.023 -0.537 -0.097
C -0.140 0.182 0.082
C -0.020 0.507 0.056
H 0.081 0.101 0.067
H -0.156 0.125 -0.005
H 0.075 0.057 -0.072
H 0.001 -0.068 -0.022
H 0.053 0.077 0.056
H 0.160 0.115 0.188
H 0.314 -0.302 0.148
H -0.312 -0.021 -0.073
C 0.282 -0.700 0.542
C -0.410 0.179 0.084
O 0.453 -0.141 -0.241
C -0.414 0.149 0.006
O 0.176 -0.160 0.172
O -0.008 0.244 -0.074
H -0.070 0.067 -0.193
H 0.043 0.302 -0.241
H -0.084 0.126 0.053
H 0.013 0.045 -0.109
C -0.818 -0.143 0.504
C 0.561 0.191 0.266
O -0.131 -0.081 -0.094
C 0.021 0.297 -0.106
O 0.042 -0.161 -0.087
O 0.359 -0.277 0.068
H 0.123 -0.100 -0.370
H 0.196 0.343 -0.031
H -0.202 -0.066 0.007
H -0.082 -0.056 -0.133
C -0.478 -0.412 -0.718
C 0.373 -0.454 0.247
O 0.305 0.105 0.103
C -0.107 -0.299 -0.668
O -0.170 0.359 0.227
O 0.257 0.204 0.665
H -0.027 0.187 0.117
H 0.065 0.044 0.197
H -0.105 0.055 0.045
H -0.106 0.232 -0.228
C 0.422 -0.099 0.053
C -0.692 -0.205 -0.063
O 0.179 -0.250 0.070
C -0.632 0.975 -0.622
O 0.190 -0.468 0.248
O 0.328 -0.268 0.137
H -0.064 0.044 0.087
H -0.169 0.053 -0.057
H 0.227 0.180 -0.003
H 0.218 -0.039 0.092

Its SMILES is CCOC(C)=O.O=C1OCCO1.O=C1OCCO1.O=C1OCCO1.O=C1OCCO1. The energy above the lowest of the compared OMol25 structures with the same formula, charge and spin comes out at 0.0 kJ/mol. The LUMO energy is 0.32 eV. The value obtained for the calculated total energy is -1677.4801 Eh. The HOMO energy is -0.3745 Eh.

---

No. 4
# C4H9N

A single C4H9N molecule (ωB97M-V/def2-TZVPD, OMol25).

Positions of all 14 atoms, in Å:
C1 1.143876 0.607789 -1.467801
C2 0.529893 0.353481 -0.115124
C3 -0.747038 0.959181 0.330618
N1 -0.681810 -0.443193 -0.043289
C4 -0.786108 -1.419426 1.037460
H1 1.823800 1.466727 -1.424985
H2 1.715651 -0.264110 -1.804220
H3 0.369990 0.811062 -2.213621
H4 1.254403 0.179689 0.684361
H5 -1.318521 1.603329 -0.336630
H6 -0.851495 1.200277 1.389525
H7 0.176319 -1.577724 1.544600
H8 -1.514884 -1.094791 1.789414
H9 -1.114076 -2.382293 0.629693

Force components x, y, z for each atom (eV/Å):
C -0.025 0.014 -0.035
C 0.218 0.028 -0.006
C -0.099 0.264 0.084
N -0.043 -0.082 -0.061
C 0.028 -0.118 0.098
H -0.107 -0.122 -0.019
H -0.067 0.111 0.055
H 0.069 -0.021 0.123
H -0.110 -0.020 -0.081
H 0.113 -0.124 0.071
H 0.040 -0.070 -0.141
H -0.134 0.044 -0.030
H 0.056 -0.086 -0.150
H 0.061 0.181 0.093

Its SMILES is C[C@H]1CN1C. The energy above the lowest of the compared OMol25 structures with the same formula, charge and spin comes out at 105.0 kJ/mol. The LUMO energy is 1.27 eV. The value obtained for the calculated total energy is -212.5112 Eh. The HOMO energy is -0.3303 Eh.

---

No. 5
# C5H9NO2

A single C5H9NO2 molecule (ωB97M-V/def2-TZVPD, OMol25).

Positions of all 17 atoms, in Å:
C1 -0.859142 -0.229530 -2.475872
C2 -0.187790 -0.350471 -0.305715
C3 1.769916 -0.185544 0.870388
C4 0.475859 0.492946 0.799765
C5 -0.456415 0.755317 2.123915
H1 0.067238 -0.501104 -2.915091
H2 -1.695299 -1.011619 -2.235798
H3 -1.310679 0.438313 -3.106617
H4 -1.086146 -0.891416 0.108941
H5 2.797259 -0.209921 1.468433
H6 0.585628 1.558421 0.250039
H7 -1.444505 0.677572 1.885824
H8 -0.303953 -0.175229 2.718803
H9 -0.193445 1.648719 2.732238
N1 1.837159 -1.224202 0.099341
O1 -0.755788 0.437931 -1.261071
O2 0.760102 -1.230182 -0.757523

Force components x, y, z for each atom (eV/Å):
C -2.782 -1.864 1.560
C -2.408 0.073 2.650
C 3.103 -3.002 1.032
C -1.557 4.370 -0.497
C 4.451 -1.802 -0.014
H 0.724 -0.977 -0.065
H 1.881 0.307 -1.204
H -1.168 1.749 -1.741
H 0.826 -0.396 0.075
H -2.777 0.981 -0.714
H 0.020 -2.081 1.326
H -2.719 0.482 -1.046
H 0.098 0.765 0.113
H -0.157 -0.669 -0.711
N 0.884 1.453 0.230
O 1.483 1.753 -0.436
O 0.097 -1.144 -0.558

Its SMILES is CO[C@H]1ON=C[C@@H]1C. The energy above the lowest of the compared OMol25 structures with the same formula, charge and spin comes out at 425.2 kJ/mol. The LUMO energy is 1.02 eV. The value obtained for the calculated total energy is -401.0148 Eh. The HOMO energy is -0.3469 Eh.

---

No. 6
# C18H40FNO5P2

2 unconnected molecules or ions with the total composition C18H40FNO5P2 (ωB97M-V/def2-TZVPD, OMol25).

Positions of all 67 atoms, in Å:
C1 3.003247 -1.083183 5.386759
C2 3.555691 0.298512 5.011263
C3 2.619813 1.016664 4.070109
O1 1.426686 1.109271 4.242560
O2 3.261008 1.523571 3.020468
C4 2.439451 1.952501 1.913952
C5 3.343578 2.325443 0.763588
P1 3.745052 0.756164 -0.254497
C6 3.904009 -0.954110 -1.343841
C7 2.891692 -1.844138 -0.815841
O3 2.795033 -2.349883 0.257184
F1 1.830500 -2.055037 -1.707363
P2 6.049220 0.909821 -0.313778
O4 6.437934 0.311797 1.194958
O5 6.355433 2.536896 -0.135575
H1 2.387497 -1.488156 4.585585
H2 2.384391 -1.027252 6.280409
H3 3.821304 -1.775046 5.577820
H4 4.534300 0.220044 4.545264
H5 3.643311 0.915134 5.908047
H6 1.826061 2.788459 2.257285
H7 1.775353 1.125945 1.637953
H8 2.792520 2.999963 0.104268
H9 4.213061 2.845070 1.165383
H10 3.830999 1.512814 -1.513594
H11 2.262055 0.614227 -0.439448
H12 3.709982 -0.061139 0.944058
H13 4.890561 -1.407343 -1.268892
H14 3.710431 -0.657105 -2.371592
H15 7.391834 0.297096 1.301209
H16 6.218584 2.847409 0.767156
C8 -0.871964 -1.679671 0.398367
C9 -0.752931 -0.285262 -0.211088
C10 -1.935327 0.646680 0.026900
C11 -3.324340 0.276946 -0.479957
N1 -3.488466 -0.024368 -1.963618
C12 -4.950797 0.082459 -2.323193
C13 -5.190115 1.557242 -2.575106
C14 -3.918595 1.996127 -3.307835
C15 -2.815653 1.053254 -2.807796
C16 -2.966853 -1.392403 -2.351993
C17 -3.811033 -2.615259 -1.985131
C18 -4.321987 -2.828338 -0.559822
H17 -1.455547 -2.367620 -0.217424
H18 0.121921 -2.118627 0.488452
H19 -1.321060 -1.655380 1.394345
H20 -0.504860 -0.343689 -1.274824
H21 0.116417 0.198490 0.238419
H22 -1.672620 1.645287 -0.330999
H23 -2.062482 0.776856 1.106259
H24 -3.975816 1.129148 -0.285167
H25 -3.742483 -0.572042 0.050613
H26 -5.099517 -0.496595 -3.233800
H27 -5.545398 -0.340729 -1.518230
H28 -5.313492 2.099115 -1.637731
H29 -6.091312 1.718832 -3.162625
H30 -3.673353 3.037899 -3.115092
H31 -4.039566 1.886862 -4.384756
H32 -2.068718 1.552257 -2.204027
H33 -2.302711 0.556712 -3.625731
H34 -1.954053 -1.467744 -1.973056
H35 -2.900332 -1.366939 -3.439763
H36 -3.168911 -3.460302 -2.244280
H37 -4.658521 -2.679712 -2.671604
H38 -3.543946 -2.698759 0.190858
H39 -4.687348 -3.850660 -0.469662
H40 -5.158825 -2.174477 -0.310762

Force components x, y, z for each atom (eV/Å):
C -0.006 0.098 0.050
C -0.105 -0.015 0.031
C 0.082 0.057 0.068
O -0.132 -0.098 -0.063
O 0.055 -0.211 -0.098
C 0.006 0.350 0.076
C -0.121 -0.270 0.138
P -0.235 0.251 0.117
C -0.085 -0.079 -0.313
C 0.238 -0.037 0.057
O -0.166 -0.136 -0.076
F -0.190 0.146 -0.005
P -0.098 -0.080 -0.346
O -0.140 0.255 0.154
O 0.296 0.036 0.067
H 0.065 -0.064 -0.042
H -0.056 -0.019 -0.022
H -0.008 -0.037 0.042
H 0.014 0.048 -0.034
H 0.117 0.023 -0.011
H -0.063 -0.025 0.014
H 0.004 -0.015 0.056
H 0.137 0.083 -0.085
H -0.014 0.103 -0.082
H 0.057 -0.015 -0.028
H 0.101 -0.017 0.049
H 0.029 -0.063 -0.048
H 0.048 0.088 0.264
H -0.029 -0.125 -0.033
H 0.154 -0.168 0.005
H -0.229 -0.010 0.027
C 0.107 -0.094 -0.110
C 0.112 -0.054 0.205
C 0.082 0.096 -0.045
C -0.033 0.109 0.112
N -0.042 0.008 -0.152
C -0.001 0.126 0.062
C 0.046 0.037 -0.004
C -0.025 0.000 0.024
C 0.024 0.018 -0.074
C 0.058 -0.104 0.007
C -0.134 0.015 0.016
C 0.060 -0.024 0.013
H -0.034 -0.009 0.061
H -0.006 0.001 0.015
H 0.011 0.074 0.006
H 0.091 -0.009 0.024
H -0.001 0.031 -0.087
H -0.010 0.010 0.032
H -0.063 -0.071 0.003
H -0.061 -0.040 -0.037
H 0.107 -0.072 -0.055
H -0.004 -0.003 -0.003
H 0.001 -0.072 -0.033
H -0.004 0.001 0.000
H -0.002 -0.025 -0.004
H 0.024 -0.008 0.011
H -0.022 -0.026 0.004
H 0.006 -0.040 0.014
H 0.022 0.000 0.014
H -0.056 0.039 0.088
H 0.005 -0.002 0.000
H 0.033 0.034 -0.038
H -0.009 -0.001 0.009
H 0.003 -0.020 -0.010
H -0.022 0.006 -0.011
H 0.012 0.016 0.010

The LUMO energy is -0.54 eV. The value obtained for the calculated total energy is -1923.2446 Eh. The HOMO energy is -0.1934 Eh.

---

no.,gap between HOMO and LUMO (eV)
1,10.9814
2,9.6189
3,10.5077
4,10.2605
5,10.4615
6,4.7242